Density functional theory data (ωB97M-V with the def2-TZVPD basis set) for C27H20F12MnNO3S2 as an isolated structure.

Calculated values
- Charge: +2
- LUMO level (spin up / spin down): -8.85 / -8.85 eV
- Multiplicity: 1

Each line ends with the natural charge from an NBO analysis.
Geometry (Å):
1 Mn 1.482372 0.729518 0.140780  0.94
2 C 1.458821 2.595317 1.566131  -0.18
3 C 2.659587 2.734269 0.816654  -0.25
4 C 3.445107 1.606397 1.047626  -0.18
5 C 2.718577 0.719636 1.901672  -0.26
6 C 1.492837 1.370641 2.253158  -0.29
7 H 0.697778 3.352697 1.677977  0.24
8 H 2.956270 3.599226 0.243547  0.26
9 H 4.444648 1.444700 0.676930  0.27
10 H 3.144396 -0.123145 2.422057  0.27
11 H 0.829416 1.067940 3.048015  0.26
12 C 1.825406 -6.092970 -1.406179  -0.68
13 C 1.433438 -4.708665 -1.065127  0.21
14 C 0.204363 -4.423460 -0.445992  -0.23
15 C -0.090303 -3.158801 -0.040072  -0.10
16 C 0.838123 -2.076712 -0.202259  0.18
17 N 0.582628 -0.864547 0.318094  -0.20
18 C -0.594302 -0.738835 1.088379  0.07
19 C -0.791595 -1.523695 2.228537  -0.19
20 C -1.969215 -1.446483 2.941122  -0.19
21 C -3.014647 -0.632120 2.511536  0.05
22 C -4.310679 -0.561099 3.253027  -0.65
23 C -2.806840 0.158177 1.376642  -0.13
24 C -1.600455 0.164411 0.701786  -0.04
25 C -1.354822 1.080825 -0.499023  0.08
26 O -0.044166 1.512128 -0.573385  -0.73
27 C -1.765661 0.314818 -1.801925  0.97
28 F -1.952696 1.131860 -2.835765  -0.30
29 F -2.887991 -0.386019 -1.619040  -0.30
30 F -0.788081 -0.543467 -2.120358  -0.31
31 C -2.150542 2.422590 -0.376634  0.61
32 F -2.216573 2.831016 0.906441  -0.31
33 F -0.981275 3.490573 -2.580587  -0.40
34 F -3.362915 2.430625 -0.893161  -0.28
35 C 2.002163 -2.343335 -1.009731  0.04
36 C 2.274888 -3.625639 -1.399551  -0.17
37 C 2.906759 -1.211895 -1.474055  0.05
38 O 2.520316 0.041168 -1.074618  -0.61
39 C 4.344324 -1.422090 -0.892208  0.97
40 F 4.936070 -2.535412 -1.320505  -0.30
41 F 4.225372 -1.509783 0.455153  -0.33
42 F 5.130164 -0.388268 -1.165137  -0.29
43 C 2.933731 -1.157220 -3.034142  0.99
44 F 3.625279 -0.101724 -3.442799  -0.28
45 F 3.467731 -2.255041 -3.576534  -0.31
46 F 1.671229 -1.040805 -3.472596  -0.31
47 H 1.261577 -6.823718 -0.830882  0.25
48 H 2.895404 -6.242530 -1.259559  0.26
49 H 1.630850 -6.285362 -2.467863  0.28
50 H -0.517710 -5.215963 -0.298719  0.25
51 H -1.057214 -2.968957 0.399007  0.25
52 H 0.011289 -2.175210 2.553432  0.24
53 H -2.087701 -2.047522 3.833622  0.25
54 H -4.418781 -1.388008 3.951180  0.24
55 H -5.156733 -0.564926 2.566136  0.24
56 H -4.362336 0.367817 3.825780  0.25
57 H -3.624647 0.775602 1.027135  0.22
58 H 3.158340 -3.841812 -1.980313  0.26
59 C -3.966621 6.328290 0.069540  -0.27
60 O -3.012537 5.254479 -0.138198  -0.49
61 C -2.355819 5.230108 -1.255985  -0.01
62 S -2.323975 6.105257 -2.573037  0.24
63 S -1.062607 3.824046 -1.061070  1.18
64 H -4.384344 6.161051 1.055119  0.23
65 H -4.742424 6.292851 -0.692342  0.22
66 H -3.453048 7.287204 0.023131  0.22

Atomic forces in eV per Å
Mn 0.5995 1.9219 1.3591
C 0.1528 -0.2277 0.0266
C -0.1353 -0.0928 -0.0530
C -0.2409 -0.1993 0.0910
C -0.0831 0.3342 0.2071
C 0.2896 -0.0076 -0.0398
H -0.1443 -0.1263 -0.2094
H -0.1037 -0.0853 -0.1600
H -0.1047 -0.1489 -0.2229
H -0.1530 -0.2603 -0.2722
H -0.2140 -0.1673 -0.2440
C -0.0204 -0.1119 -0.0475
C -0.0149 0.2014 0.0570
C -0.1030 -0.0396 0.0744
C -0.2138 -0.2282 0.0469
C -0.0336 0.2894 0.0949
N -0.1899 -0.8971 -0.3078
C -0.4911 0.0584 0.4404
C 0.2668 0.0121 -0.1665
C -0.1107 0.0021 0.0800
C 0.1187 0.0413 -0.0990
C -0.0626 0.0351 0.0602
C 0.0585 -0.1892 0.1328
C 0.1610 0.2830 -0.1996
C 0.2696 -0.1664 -0.1158
O -0.4189 -0.0200 -0.1134
C 0.0114 -0.0301 0.0278
F 0.0655 0.0130 0.0012
F -0.0066 0.0793 0.0020
F -0.1206 0.0417 0.0403
C 0.1545 -0.1068 0.3362
F 0.0931 0.0374 -0.0634
F 0.2458 -0.0305 0.2718
F -0.1247 0.0127 -0.1349
C 0.3358 0.1339 -0.2105
C -0.0670 -0.0210 0.0822
C 0.2444 -0.0045 0.1069
O 0.5644 -0.4016 -0.6029
C -0.0300 0.0867 0.2047
F -0.0212 0.0656 0.0333
F 0.0524 -0.0288 -0.2369
F -0.0969 -0.1261 0.0232
C -0.0637 0.1421 -0.0157
F -0.0925 -0.1618 -0.0074
F -0.0572 0.0955 -0.0266
F 0.1545 -0.0455 0.0213
H 0.0191 -0.0104 -0.0049
H -0.0014 0.0052 0.0112
H -0.0193 0.0668 -0.0134
H 0.0264 -0.0127 0.0218
H 0.0038 0.0086 -0.0643
H -0.0254 -0.0043 0.0293
H -0.0091 0.0070 -0.0010
H -0.0130 -0.0074 -0.0144
H -0.0006 -0.0236 0.0030
H -0.0059 -0.0139 0.0050
H 0.0050 0.0085 0.0209
H 0.0166 0.0325 0.0290
C -0.2739 0.3975 0.0140
O 0.1993 -0.1939 0.0624
C 0.0586 -0.0212 0.0407
S 0.0189 -0.1406 0.0493
S -0.5008 0.1895 -0.4258
H 0.0525 -0.0699 0.0001
H 0.0549 -0.1136 -0.0307
H 0.0740 -0.0661 -0.0045


Density functional theory data (ωB97M-V with the def2-TZVPD basis set) for a 2-piece molecular cluster, C27H20FO8S4 overall.

Calculated values
- Charge: -1
- LUMO level: 1.85 eV
- Multiplicity: 1

Each line ends with the natural charge from an NBO analysis.
Geometry (Å):
1 C -3.093983 3.204600 -2.212998  -0.20
2 C -2.204437 3.102555 -3.289164  -0.25
3 C -0.896216 2.666837 -3.079680  -0.12
4 C -0.478145 2.341646 -1.787232  -0.35
5 S 1.214367 1.845502 -1.511682  2.17
6 C 1.228601 0.069202 -1.517308  -0.67
7 C 0.339793 -0.710058 -0.833220  -0.05
8 C 0.024737 -2.044759 -1.270788  -0.14
9 C 0.337705 -2.515782 -2.576864  -0.15
10 C 0.296883 -3.883467 -2.846452  -0.24
11 C -0.215092 -4.781250 -1.901409  -0.18
12 C -0.748983 -4.291538 -0.705170  -0.25
13 C -0.654432 -2.933102 -0.417942  -0.05
14 S 2.702457 -0.682779 -2.252536  2.17
15 C 4.045696 0.477741 -1.940185  -0.30
16 C 4.731015 1.032828 -3.015734  -0.18
17 C 5.773447 1.921566 -2.765324  -0.21
18 C 6.139282 2.221282 -1.448835  -0.22
19 C 5.470615 1.619434 -0.375543  -0.16
20 C 4.431846 0.721073 -0.623300  -0.19
21 O 3.050836 -1.880688 -1.530113  -0.92
22 O 2.485469 -0.687600 -3.686622  -0.96
23 O 1.916551 2.249465 -2.713247  -0.95
24 O 1.630424 2.320212 -0.208451  -0.92
25 C -1.352776 2.449549 -0.710849  -0.18
26 C -2.660009 2.882776 -0.923084  -0.20
27 H -4.128094 3.520573 -2.379511  0.21
28 H -2.526937 3.360975 -4.298116  0.21
29 H -0.190977 2.590076 -3.902896  0.23
30 H -0.183707 -0.323082 0.043587  0.27
31 H 0.561320 -1.814054 -3.378383  0.24
32 H 0.676583 -4.252834 -3.796569  0.21
33 H -0.207936 -5.853977 -2.086356  0.20
34 H -1.211863 -4.954682 0.024380  0.22
35 H -1.061643 -2.533268 0.509029  0.21
36 H 4.431003 0.775278 -4.028067  0.24
37 H 6.287495 2.378653 -3.611883  0.21
38 H 6.944312 2.934108 -1.258200  0.21
39 H 5.748179 1.841972 0.657619  0.21
40 H 3.918183 0.206271 0.187383  0.24
41 H -1.009543 2.204559 0.291258  0.28
42 H -3.331930 2.967144 -0.069935  0.22
43 F 0.267985 -1.488781 2.068452  -0.35
44 C -0.946616 -0.900484 2.134137  -0.59
45 S -0.969145 0.500290 3.229164  2.11
46 O 0.198396 0.423139 4.079741  -0.94
47 O -1.287149 1.696522 2.476545  -0.95
48 C -2.417559 0.082778 4.218882  -0.20
49 C -3.052467 -1.091708 3.871111  -0.32
50 C -4.215375 -1.497870 4.523457  -0.18
51 C -4.698706 -0.739536 5.590060  -0.21
52 C -4.027615 0.425704 5.975583  -0.21
53 C -2.895518 0.853840 5.278280  -0.22
54 S -2.269028 -2.010411 2.542622  2.10
55 O -3.213392 -2.072123 1.440518  -0.94
56 O -1.673415 -3.214069 3.092551  -0.94
57 H -4.711437 -2.404865 4.189662  0.23
58 H -5.582390 -1.072974 6.137166  0.21
59 H -4.378897 0.989752 6.839882  0.21
60 H -2.357779 1.757825 5.552586  0.23

Atomic forces in eV per Å
C 0.2254 -0.1275 0.0797
C -0.0098 -0.0571 0.1888
C 0.0259 -0.0184 0.0471
C -0.4377 -0.0552 -0.0204
S 0.1847 0.3412 0.3642
C 0.4805 -0.5854 0.7536
C 0.1793 0.9041 -0.8514
C -0.3170 -1.3217 -0.4791
C -0.1996 -0.1934 0.4463
C -0.2281 0.1208 0.1742
C 0.1063 0.3580 0.2760
C 0.0254 0.1933 -0.2461
C 0.4212 0.0678 0.4078
S -0.0647 0.7715 -0.9740
C 0.0359 -0.2052 0.2630
C -0.1426 0.1003 0.1071
C -0.0122 -0.1597 0.1260
C -0.2180 -0.0534 0.0529
C 0.0206 -0.0758 -0.1885
C -0.0084 0.0640 -0.1498
O -0.2816 0.2435 -0.2315
O 0.6203 -0.3484 0.2278
O -0.0633 -0.1063 0.4675
O -0.2934 -0.0780 -0.6579
C 0.1193 -0.0162 0.1269
C -0.0182 0.0226 -0.2195
H 0.3947 -0.0594 0.0488
H 0.0638 -0.0758 0.2622
H -0.1215 0.0034 0.1447
H -0.5163 0.2123 -0.3651
H 0.2843 -0.2166 0.3410
H -0.2163 0.1049 0.0818
H -0.0342 0.2152 -0.0813
H 0.0713 0.1401 -0.2144
H 0.3293 -0.3407 -0.5355
H -0.0335 0.1377 0.2003
H -0.0565 -0.0952 0.2999
H -0.2339 -0.2213 -0.0446
H -0.0390 -0.0545 -0.3869
H 0.0682 0.2409 -0.1110
H -0.1100 0.0401 -0.0678
H 0.1410 -0.0531 -0.2201
F 0.9425 -0.6395 0.6364
C -1.8849 1.2824 0.1537
S 0.0220 -1.8807 -0.7758
O -0.1045 0.7768 -0.0245
O 0.1105 0.1947 0.7434
C -0.0806 0.2664 0.1436
C -0.2584 0.0115 -0.1044
C 0.0733 0.0670 0.0123
C 0.2187 -0.1382 -0.1753
C 0.2395 0.0096 -0.0860
C -0.0708 -0.1211 -0.0465
S 1.2592 1.0626 -0.0887
O -0.0474 -0.4902 0.7996
O -0.7006 -0.2315 -0.3425
H 0.0100 0.1073 0.1380
H 0.2419 0.1321 -0.1802
H 0.0650 -0.0789 -0.2630
H -0.1770 -0.0936 0.0170


Across the entries above, max |F| takes the values 0.0472, 0.0444 hartree/bohr, respectively.